Record 1
# C48H35CdIN4OP2S3

A structure of composition C48H35CdIN4OP2S3 (ωB97M-V with the def2-TZVPD basis set, the OMol25 dataset).

Cartesian coordinates (Å):
I -0.248 1.657 1.525
Cd 0.945 -0.378 -0.976
S 1.683 2.347 -1.101
S 0.243 -2.711 -0.253
S 1.428 -1.896 -2.884
P -1.938 0.301 -1.091
P 3.226 -0.699 1.880
O 2.574 -0.298 0.598
N -0.367 3.606 -2.162
N -1.323 -5.926 -1.174
N 0.453 1.801 -3.403
N 0.206 -4.557 -5.059
C -3.843 -3.343 -0.522
C -5.182 3.495 -0.256
C -0.342 2.158 -4.377
C 2.071 -0.665 3.270
C -2.341 0.216 -2.886
C -2.758 -1.313 1.010
C 0.047 -4.203 -2.512
C 4.239 1.811 2.176
C 3.935 -3.029 0.601
C 0.535 2.573 -2.295
C 1.416 -0.008 5.489
C -3.875 -3.435 0.858
C -1.385 4.367 1.284
C -2.868 2.765 0.183
C 4.356 -2.983 2.983
C -1.642 3.097 0.839
C 2.355 -0.014 4.467
C 4.453 -4.314 0.541
C -3.332 -2.413 1.623
C -2.358 5.380 1.193
C -5.499 2.256 -0.725
C 4.879 -4.263 2.915
C 4.560 0.455 2.260
C -3.185 1.539 -0.479
C -3.595 5.071 0.717
C 4.926 -4.925 1.693
C -1.810 -0.859 -3.603
C -3.877 3.780 0.209
C -3.278 -2.235 -1.140
C 0.546 -3.055 -1.922
C -2.004 -0.978 -4.970
C 0.157 -4.412 -3.916
C 5.871 0.064 2.506
C -4.485 1.294 -0.856
C 6.857 1.027 2.674
C 0.199 -0.652 5.318
C 3.892 -2.365 1.823
C 5.225 2.767 2.348
C -1.177 3.998 -3.169
C -2.728 -0.011 -5.654
C -2.727 -1.209 -0.381
C 0.853 -1.327 3.105
C -3.211 1.093 -4.965
C -0.700 -5.160 -1.769
C -1.170 3.303 -4.333
C 6.535 2.373 2.598
C -3.007 1.215 -3.596
C -0.079 -1.317 4.130
H 4.979 3.818 2.274
H -5.925 4.282 -0.221
H -4.730 0.339 -1.303
H -3.343 -2.476 2.704
H -0.356 4.091 -1.275
H -3.257 -2.197 -2.219
H 3.217 2.104 1.961
H -0.346 1.515 -5.250
H 7.307 3.119 2.727
H -1.796 3.584 -5.165
H -2.905 -0.111 -6.717
H -3.745 1.872 -5.494
H 6.121 -0.988 2.558
H -1.024 -1.829 4.002
H -0.440 4.584 1.762
H -3.379 2.096 -3.091
H -4.313 -4.301 1.336
H 5.242 -4.748 3.812
H -4.247 -4.142 -1.129
H 5.330 -5.928 1.643
H -4.394 5.803 0.728
H -1.813 4.852 -2.984
H 3.552 -2.539 -0.287
H -1.576 -1.824 -5.494
H 1.634 0.502 6.419
H -2.323 -0.532 1.619
H 4.297 -2.462 3.933
H -6.506 2.019 -1.044
H 0.647 -1.850 2.179
H 7.880 0.723 2.852
H 3.305 0.490 4.595
H -1.235 -1.618 -3.091
H -2.134 6.372 1.563
H -0.535 -0.636 6.113
H 4.480 -4.838 -0.405

The HOMO-LUMO gap comes out at 6.433 eV. The total energy comes out at -122102.4495 eV. As for the net charge: 0.


Record 2
# C3H3Br2NO

A structure of composition C3H3Br2NO (ωB97M-V with the def2-TZVPD basis set, the OMol25 dataset).

Cartesian coordinates (Å):
Br -1.518 2.152 0.368
Br -4.037 -0.648 -0.405
O -0.482 -1.534 1.005
N -1.798 -1.651 0.730
C -0.907 0.542 -0.358
C -2.312 -0.711 0.106
C 0.116 -0.278 0.450
H 0.835 -0.752 -0.101
H 0.584 0.330 1.377
H -0.867 0.515 -1.371

The HOMO-LUMO gap comes out at 10.162 eV. The total energy comes out at -146778.2586 eV. As for the net charge: 0.


The evaluated F_max for the records listed, in turn: 0.8, 6.7 eV/Å.
The evaluated energy relative to the best compared isomer or geometry (same formula, charge and spin) for the records listed, in turn: 0.849, 2.908 eV.